The following is a quantum chemistry calculation of C31H39AsBI2N7O4Sc as an isolated structure, from the Open Molecules 2025 dataset.

Computed properties:
**E_tot**: -5505.7238 Ha
**Total charge**: +1
**LUMO level**: -3.9 eV
**Energy above the lowest of the compared OMol25 structures with the same formula, charge and spin**: 0.131 eV
**Gap between HOMO and LUMO**: 7.152 eV
**HOMO level**: -11.052 eV

Element x y z (Å)
1 Sc 0.352 0.097 -0.351
2 C 2.465 -1.680 -2.913
3 C 1.896 -0.342 -3.253
4 C 2.100 0.417 -4.404
5 C 1.289 1.531 -4.266
6 C 1.094 2.673 -5.207
7 N 0.655 1.433 -3.087
8 N 1.027 0.286 -2.455
9 B -0.481 2.317 -2.515
10 N -1.697 1.411 -2.205
11 N -1.606 0.413 -1.280
12 C -2.790 -0.201 -1.233
13 C -3.037 -1.359 -0.324
14 C -3.661 0.407 -2.135
15 C -2.933 1.422 -2.733
16 C -3.365 2.395 -3.778
17 N -0.034 3.004 -1.196
18 N 0.123 2.278 -0.048
19 C 0.269 3.151 0.957
20 C 0.344 2.722 2.385
21 C 0.238 4.449 0.448
22 C 0.033 4.316 -0.915
23 C -0.110 5.382 -1.949
24 H 3.340 -1.885 -3.527
25 H 1.729 -2.463 -3.099
26 H 2.761 -1.742 -1.866
27 H 2.737 0.178 -5.239
28 H 1.750 2.555 -6.067
29 H 1.326 3.625 -4.729
30 H 0.066 2.722 -5.565
31 H -0.775 3.147 -3.317
32 H -2.272 -1.427 0.450
33 H -3.040 -2.296 -0.884
34 H -4.003 -1.258 0.169
35 H -4.689 0.150 -2.328
36 H -4.402 2.207 -4.044
37 H -2.758 2.303 -4.679
38 H -3.283 3.422 -3.422
39 H 0.622 1.674 2.480
40 H -0.633 2.849 2.855
41 H 1.055 3.332 2.940
42 H 0.324 5.369 1.001
43 H 0.075 6.354 -1.498
44 H -1.112 5.388 -2.376
45 H 0.598 5.241 -2.766
46 O 0.257 -2.028 -0.654
47 C 0.712 -2.948 0.048
48 C 1.287 -2.811 1.348
49 C 1.850 -3.953 1.942
50 C 2.414 -3.849 3.178
51 C 2.431 -2.635 3.876
52 C 1.868 -1.516 3.319
53 C 1.275 -1.568 2.042
54 O 0.725 -0.511 1.522
55 N 3.020 -5.039 3.792
56 O 3.532 -4.900 4.883
57 O 2.937 -6.084 3.182
58 H 0.673 -3.963 -0.366
59 H 1.847 -4.907 1.430
60 H 2.886 -2.605 4.856
61 H 1.846 -0.578 3.858
62 I -2.069 -1.818 3.592
63 I -1.027 -0.048 5.271
64 C 3.552 2.361 -1.289
65 As 3.103 0.908 -0.085
66 C 4.634 -0.260 -0.365
67 C 3.506 1.722 1.663
68 C 4.966 1.910 1.933
69 C 5.628 3.065 1.524
70 C 6.991 3.213 1.743
71 C 7.709 2.211 2.379
72 C 7.055 1.061 2.802
73 C 5.694 0.913 2.579
74 H 4.578 2.684 -1.117
75 H 2.868 3.193 -1.114
76 H 3.442 2.018 -2.318
77 H 5.551 0.269 -0.110
78 H 4.664 -0.548 -1.414
79 H 4.553 -1.156 0.251
80 H 3.041 1.092 2.421
81 H 2.976 2.675 1.652
82 H 5.070 3.860 1.043
83 H 7.491 4.119 1.424
84 H 8.769 2.328 2.555
85 H 7.606 0.279 3.309
86 H 5.188 0.013 2.913

Here is what Löwdin gives for the atomic charges, in e: 0.936, -0.020, -0.327, 0.033, -0.259, -0.001, 0.038, -0.017, -0.488, 0.041, 0.002, -0.300, -0.024, 0.040, -0.246, -0.004, 0.036, -0.005, -0.319, -0.030, 0.037, -0.260, -0.002, 0.092, 0.091, 0.047, 0.121, 0.089, 0.082, 0.086, 0.118, 0.010, 0.095, 0.090, 0.121, 0.088, 0.086, 0.087, 0.037, 0.087, 0.091, 0.122, 0.089, 0.088, 0.081, -0.072, -0.123, -0.119, 0.069, -0.129, 0.044, -0.035, -0.378, -0.225, -0.355, 0.095, 0.091, 0.153, 0.138, 0.133, 0.087, 0.176, 0.140, -0.246, 1.180, -0.260, -0.298, -0.318, -0.058, -0.072, -0.080, -0.072, -0.066, 0.033, 0.027, 0.022, 0.035, 0.022, 0.034, 0.058, 0.066, 0.111, 0.107, 0.106, 0.108, 0.111

The following is a quantum chemistry calculation of a 2-piece molecular cluster, C8H14N2S overall in a non-equilibrium geometry, from the Open Molecules 2025 dataset.

Computed properties:
**E_tot**: -820.8423 Ha
**Total charge**: 0
**LUMO level**: 0.8 eV
**Energy above the lowest of the compared OMol25 structures with the same formula, charge and spin**: 2.611 eV
**Gap between HOMO and LUMO**: 8.080 eV
**HOMO level**: -7.267 eV
**SMILES**: CCN1CCC=C1C.N=C=S

Element x y z (Å)
1 C -1.036 -0.875 -3.132
2 C 1.234 -1.852 0.245
3 C -0.286 -1.828 0.224
4 C 1.531 -0.370 -0.245
5 C -0.772 -0.568 0.269
6 C -2.153 -0.178 0.256
7 C 0.927 1.977 2.061
8 C 0.335 1.768 0.672
9 N -0.733 0.286 -3.020
10 N 0.305 0.369 0.228
11 S -1.063 -2.448 -3.455
12 H 1.485 -1.977 1.332
13 H 1.823 -2.576 -0.272
14 H -0.734 0.930 -2.287
15 H -0.807 -2.689 0.071
16 H 2.376 0.169 0.149
17 H 1.658 -0.518 -1.338
18 H -2.729 -0.974 -0.221
19 H -2.394 0.788 -0.292
20 H -2.555 -0.040 1.261
21 H 2.086 1.923 1.948
22 H 0.846 3.051 2.284
23 H 0.661 1.255 2.730
24 H -0.836 1.981 0.641
25 H 0.831 2.395 -0.108

Here is what Löwdin gives for the atomic charges, in e: -0.827, -0.140, -0.071, -0.123, -0.361, -0.063, -0.086, -0.241, 0.150, -0.129, 0.645, 0.111, 0.087, 0.048, 0.066, 0.096, 0.107, 0.088, 0.095, 0.086, 0.099, 0.074, 0.036, 0.134, 0.117

The following is a quantum chemistry calculation of one molecule with the formula C4H8N4O in a non-equilibrium geometry, from the Open Molecules 2025 dataset.

Computed properties:
**E_tot**: -451.3423 Ha
**Total charge**: 0
**LUMO level**: 0.8 eV
**Energy above the lowest of the compared OMol25 structures with the same formula, charge and spin**: 4.788 eV
**Gap between HOMO and LUMO**: 8.588 eV
**HOMO level**: -7.779 eV

Element x y z (Å)
1 C 1.138 -0.733 1.098
2 C -1.273 -1.288 0.651
3 C 0.911 0.376 -1.603
4 C -0.733 1.929 -0.303
5 N 0.793 -1.845 1.683
6 N -0.546 -2.051 1.474
7 N 0.242 0.087 0.628
8 N 0.430 0.975 -0.312
9 O -2.399 -1.279 0.346
10 H 2.188 -0.545 1.208
11 H 0.756 0.942 -2.528
12 H 1.992 0.386 -1.379
13 H 0.323 -0.460 -1.786
14 H -0.456 2.788 -0.917
15 H -1.580 1.457 -0.688
16 H -0.842 2.277 0.693
17 H -0.945 -3.018 1.736

Here is what Löwdin gives for the atomic charges, in e: -0.264, -0.301, -0.024, -0.023, 0.012, -0.005, -0.014, -0.259, 0.117, 0.121, 0.082, 0.094, 0.055, 0.083, 0.057, 0.073, 0.195

The following is a quantum chemistry calculation of a 4-piece molecular cluster, H8O4 overall in a non-equilibrium geometry, from the Open Molecules 2025 dataset.

Computed properties:
**E_tot**: -305.3200 Ha
**Total charge**: +1
**LUMO level (alpha / beta)**: -4.1 / -11.6 eV
**Energy above the lowest of the compared OMol25 structures with the same formula, charge and spin**: 1.291 eV
**2S+1**: 2
**Gap between HOMO and LUMO (alpha / beta)**: 12.383 / 3.752 eV
**HOMO level (alpha / beta)**: -16.459 / -15.387 eV

Element x y z (Å)
1 O -1.142 -0.320 -1.162
2 H -1.121 -0.488 -0.197
3 H -1.775 0.404 -1.270
4 H 1.748 1.647 -2.286
5 O 1.483 0.727 -2.401
6 H 0.680 0.572 -1.766
7 O -1.367 -0.272 1.477
8 H -1.335 -0.891 2.214
9 H -2.274 -0.373 1.222
10 O 1.961 -0.671 1.462
11 H 1.004 -0.658 1.093
12 H 2.139 0.324 1.616

Here is what Löwdin gives for the atomic charges, in e: -0.042, -0.009, 0.070, 0.128, 0.309, 0.131, -0.027, 0.088, 0.063, 0.075, 0.085, 0.130

Please write out number 2 again, unchanged.
The following is a quantum chemistry calculation of a 2-piece molecular cluster, C8H14N2S overall in a non-equilibrium geometry, from the Open Molecules 2025 dataset.

Computed properties:
**E_tot**: -820.8423 Ha
**Total charge**: 0
**LUMO level**: 0.8 eV
**Energy above the lowest of the compared OMol25 structures with the same formula, charge and spin**: 2.611 eV
**Gap between HOMO and LUMO**: 8.080 eV
**HOMO level**: -7.267 eV
**SMILES**: CCN1CCC=C1C.N=C=S

Element x y z (Å)
1 C -1.036 -0.875 -3.132
2 C 1.234 -1.852 0.245
3 C -0.286 -1.828 0.224
4 C 1.531 -0.370 -0.245
5 C -0.772 -0.568 0.269
6 C -2.153 -0.178 0.256
7 C 0.927 1.977 2.061
8 C 0.335 1.768 0.672
9 N -0.733 0.286 -3.020
10 N 0.305 0.369 0.228
11 S -1.063 -2.448 -3.455
12 H 1.485 -1.977 1.332
13 H 1.823 -2.576 -0.272
14 H -0.734 0.930 -2.287
15 H -0.807 -2.689 0.071
16 H 2.376 0.169 0.149
17 H 1.658 -0.518 -1.338
18 H -2.729 -0.974 -0.221
19 H -2.394 0.788 -0.292
20 H -2.555 -0.040 1.261
21 H 2.086 1.923 1.948
22 H 0.846 3.051 2.284
23 H 0.661 1.255 2.730
24 H -0.836 1.981 0.641
25 H 0.831 2.395 -0.108

Here is what Löwdin gives for the atomic charges, in e: -0.827, -0.140, -0.071, -0.123, -0.361, -0.063, -0.086, -0.241, 0.150, -0.129, 0.645, 0.111, 0.087, 0.048, 0.066, 0.096, 0.107, 0.088, 0.095, 0.086, 0.099, 0.074, 0.036, 0.134, 0.117